# 1
Molecular formula: C14H26NO2PPtSi
Method: DFT, wB97M-V/def2-TZVPD

Spin multiplicity   5
Orbital gap (spin up / spin down)   3.936 / 6.200 eV
Highest occupied orbital energy (spin up / spin down)   -0.130 / -0.291 Eh
Energy   -1504.23092 hartree
Lowest unoccupied orbital energy (spin up / spin down)   0.394 / -1.709 eV
Largest force on an atom   0.1106 Eh/bohr

Last column: Mulliken spin population.
Positions of all 46 atoms, in Å:
Pt 0.02271 -0.00346 0.75486  0.698
Si 0.18147 -2.14012 -0.44720  0.097
P 0.50513 1.20757 -1.18408  0.080
N -1.88221 0.33835 0.46499  1.201
H 0.53186 1.33126 1.55503  0.074
C 0.84040 3.00075 -1.13260  0.023
H 0.99045 3.40481 -2.14762  0.001
H 1.74727 3.19869 -0.54694  -0.001
H -0.00849 3.52294 -0.67467  -0.003
C 1.93201 0.60226 -2.16019  -0.009
H 2.04603 1.23054 -3.05736  0.005
H 1.78241 -0.43484 -2.48297  0.001
H 2.85326 0.66761 -1.56752  0.005
C -0.86712 1.09608 -2.38375  0.014
H -0.60640 1.63286 -3.30709  -0.002
H -1.76258 1.54668 -1.94147  -0.004
H -1.07409 0.04886 -2.62606  -0.002
C 1.89333 -2.93828 -0.60784  0.009
H 2.30463 -3.16847 0.38541  0.003
H 2.59191 -2.29941 -1.16641  0.000
H 1.76602 -3.88610 -1.15569  0.003
H -0.64788 -3.16666 0.22504  0.007
H -0.27200 -1.95409 -1.84793  0.005
C -3.14856 0.06331 0.40710  -0.082
C -5.39734 0.89240 0.78080  -0.117
C -4.04087 0.99160 1.03463  0.291
C -3.65216 -1.01294 -0.40059  0.251
C -5.01459 -1.07796 -0.63667  -0.104
C -5.86799 -0.13721 -0.04615  0.256
H -6.06455 1.61970 1.23231  -0.003
H -3.56246 1.77266 1.63871  -0.009
H -2.91186 -1.69716 -0.83762  0.024
H -5.39676 -1.86606 -1.27957  -0.002
H -6.93052 -0.21051 -0.23440  0.017
C 3.29325 -0.11736 1.58798  0.691
O 2.38542 -0.49456 0.82946  0.410
C 3.09014 0.54210 2.91615  -0.056
H 3.99965 1.08197 3.18978  0.018
H 2.89997 -0.21362 3.68973  0.049
H 2.26827 1.26369 2.94212  0.016
C 4.69324 -0.42635 1.14754  0.018
H 5.25844 0.50317 0.98630  0.036
H 4.60319 -0.97529 0.20076  0.001
H 5.17715 -1.05862 1.90379  0.020
O -0.40302 -1.41427 3.48818  0.010
C -0.14614 -0.86654 2.51172  0.058

# 2
Molecular formula: C14H26NPPb
Method: DFT, wB97M-V/def2-TZVPD

Spin multiplicity   1
Energy above the lowest of the compared OMol25 structures with the same formula, charge and spin   0.0000 eV
Orbital gap   7.046 eV
Highest occupied orbital energy   -0.241 Eh
Energy   -1137.77521 hartree
Lowest unoccupied orbital energy   0.482 eV
Largest force on an atom   0.0649 Eh/bohr

Last column: Mulliken charge in e.
Positions of all 43 atoms, in Å:
C 2.28692 -2.02251 1.60057  -0.641
C 2.24135 -0.65051 1.90840  -0.547
C 1.04956 0.07930 1.66054  0.808
C -0.11732 -0.58877 1.29922  -0.410
C 0.01422 -1.91962 0.84364  0.761
C 1.19522 -2.62297 1.04381  -0.734
C 1.15270 1.56700 1.87387  -0.414
C 1.77276 2.40328 0.70964  -1.218
N 1.29599 2.09702 -0.60944  0.428
Pb -2.33075 -0.08674 2.05153  0.439
C -1.12788 -2.61872 0.12148  -1.316
P -1.62542 -1.66204 -1.33026  0.891
H 3.10605 -0.14370 2.32479  0.391
H 1.22603 -3.68822 0.72192  0.221
H 3.21623 -2.57525 1.78452  0.356
H -2.01913 -2.80112 0.74600  0.456
H -0.81049 -3.60358 -0.26401  0.409
H 0.20504 2.02246 2.19738  -0.166
H 1.86176 1.75630 2.70404  0.456
H 1.52115 3.47316 0.86411  0.598
C -3.06270 -2.40024 -2.08473  -1.146
C -0.26836 -1.64767 -2.48190  -1.223
H 2.87315 2.27502 0.72165  0.347
C 1.96519 1.11673 -1.43728  -0.661
C 0.46196 3.05413 -1.31100  -1.062
H -2.07514 -0.00126 -0.05053  -0.824
H 2.85713 1.50691 -1.96802  0.306
H 2.27090 0.27009 -0.79684  0.205
H 1.25893 0.76264 -2.21309  -0.003
H 1.03474 3.80302 -1.90929  0.301
H -0.21476 2.51923 -1.98737  0.269
H -0.16316 3.57049 -0.54799  0.335
H -0.22409 -2.61494 -3.01112  0.415
H -0.40890 -0.81374 -3.19905  0.339
H 0.68921 -1.45581 -1.97604  0.289
H -2.80805 -3.38267 -2.51888  0.364
H -3.86625 -2.51083 -1.33815  0.359
H -3.39874 -1.72239 -2.88326  0.365
H -1.89113 -0.12796 -0.99147  0.667
C -2.28297 2.09052 2.37831  -1.230
H -1.80186 2.58616 1.52783  0.132
H -1.73579 2.25801 3.31884  0.290
H -3.32329 2.44975 2.50763  0.397

# 3
Molecular formula: C14H27CaO26S6
Method: DFT, wB97M-V/def2-TZVPD

Spin multiplicity   2
Orbital gap (spin up / spin down)   11.071 / 5.426 eV
Highest occupied orbital energy (spin up / spin down)   -0.568 / -0.568 Eh
Energy   -5571.94394 hartree
Lowest unoccupied orbital energy (spin up / spin down)   -4.385 / -10.030 eV
Net charge   +2
Largest force on an atom   0.1134 Eh/bohr

Last column: Mulliken spin population.
Positions of all 74 atoms, in Å:
Ca -33.79460 13.20283 -30.34794  0.004
C -33.99444 9.44065 -28.20916  0.033
C -34.08084 10.81884 -28.93125  -0.057
O -34.26757 10.86660 -30.13671  0.208
O -33.82906 11.87070 -28.30089  0.782
H -32.98370 9.04393 -28.11366  -0.002
H -34.44906 8.70252 -28.86991  0.017
H -34.44483 9.57434 -27.22561  0.000
C -30.55825 16.92502 -33.91493  0.000
C -31.99282 16.92619 -34.42963  0.000
O -32.69088 16.13652 -33.50717  0.000
S -32.06693 16.32201 -31.98106  0.000
O -32.32630 15.12524 -31.08946  -0.003
O -32.34108 17.64858 -31.46223  0.000
O -30.54235 16.32069 -32.59912  0.000
H -30.08649 17.90744 -33.89511  0.000
H -29.91606 16.35529 -34.58657  0.000
H -32.08279 16.50627 -35.43146  0.000
H -32.45151 17.91392 -34.47533  0.000
C -33.34413 11.82118 -36.31068  0.000
C -33.54037 13.32744 -36.33632  0.000
O -33.33661 13.74245 -35.00594  0.000
S -33.85336 12.58908 -33.93676  0.000
O -35.31994 12.55283 -33.93185  0.000
O -33.06843 12.60018 -32.65736  -0.002
O -33.18914 11.46067 -34.96105  0.000
H -32.45259 11.57664 -36.88814  0.000
H -34.19901 11.26554 -36.69609  0.000
H -34.50722 13.57577 -36.77408  0.000
H -32.78618 13.88060 -36.89604  0.000
C -28.44096 14.72694 -31.13530  0.000
C -28.83880 15.54025 -29.90996  0.000
O -29.74909 14.74033 -29.18145  0.000
S -30.00524 13.29497 -29.82503  -0.001
O -31.44196 13.00438 -29.87948  -0.007
O -29.06545 12.37404 -29.16743  0.000
O -29.57087 13.82552 -31.27172  0.000
H -27.56892 14.15704 -30.81459  0.000
H -28.34349 15.27992 -32.06955  0.000
H -29.25888 16.47697 -30.27628  0.000
H -28.08565 15.86144 -29.19045  0.000
C -36.79480 17.82803 -31.61746  0.000
C -37.95460 16.80152 -31.57148  0.000
O -37.46824 15.51552 -31.84117  0.000
S -35.83673 15.63408 -32.33822  0.000
O -35.70007 15.87906 -33.78450  0.000
O -34.94978 14.61780 -31.78980  -0.007
O -35.62331 17.03714 -31.51099  0.000
H -36.85058 18.56996 -30.82088  0.000
H -36.80104 18.38602 -32.55379  0.000
H -38.70213 17.02496 -32.33264  0.000
H -38.46063 16.95578 -30.61846  0.000
C -33.24100 16.72444 -25.40651  0.000
C -34.11097 17.67042 -26.40076  0.000
O -33.98830 17.14510 -27.69736  0.000
S -32.77404 16.00818 -27.94580  0.004
O -31.60538 16.60455 -28.57131  0.000
O -33.40534 14.85772 -28.59486  0.035
O -32.60177 15.74265 -26.26054  0.000
H -33.83612 16.11722 -24.72443  0.000
H -32.56828 17.36082 -24.83156  0.000
H -33.71269 18.68431 -26.43947  0.000
H -35.17435 17.72152 -26.16683  0.000
C -38.32383 16.91692 -27.49734  0.000
C -39.06170 15.57830 -27.30244  0.000
O -38.34047 14.49931 -27.96676  0.000
S -36.77950 14.87324 -28.15694  -0.001
O -36.15944 14.27930 -29.39143  -0.001
O -36.09786 14.71854 -26.86490  0.000
O -37.16526 16.51126 -28.24001  0.000
H -38.00029 17.48725 -26.62662  0.000
H -39.00832 17.66272 -27.90151  0.000
H -40.14389 15.52141 -27.41959  0.000
H -39.05297 15.33447 -26.24010  0.000

# 4
Molecular formula: C14H27Cl2IN2O2S2
Method: DFT, wB97M-V/def2-TZVPD

Spin multiplicity   1
Orbital gap   8.542 eV
Highest occupied orbital energy   -0.298 Eh
Energy   -2824.08067 hartree
Lowest unoccupied orbital energy   0.437 eV
Largest force on an atom   0.0195 Eh/bohr

Last column: Mulliken charge in e.
Positions of all 50 atoms, in Å:
C 3.16437 -1.92179 1.48509  -0.957
C 4.34533 -1.54517 0.58372  -0.796
N 4.09156 -0.32287 -0.18935  0.172
C 4.62597 -0.31065 -1.56743  -0.834
C 3.55023 -0.41676 -2.65621  -0.917
C 4.13523 0.84502 0.50420  0.017
S 4.47158 0.99894 2.09513  -0.238
S 3.67042 2.28507 -0.48324  -0.225
C 2.06448 2.54882 0.32184  -0.391
C 1.28389 3.60434 -0.45428  -0.894
C -0.22901 3.56169 -0.15662  -0.324
N -0.57865 2.86121 1.08014  -0.026
C -1.60190 1.93976 1.07254  0.259
O -2.55520 1.95651 1.80388  -0.617
O -1.35960 0.92929 0.18712  -0.168
C -2.37901 0.69587 -0.79512  -0.588
C -2.31979 -0.77240 -1.18539  -0.187
C -3.59543 -1.31486 -1.81086  -0.943
I -4.60512 0.00811 -3.15308  0.008
H 3.49495 -2.16706 2.49256  0.266
H 2.45733 -1.09711 1.55446  0.215
H 2.63104 -2.78302 1.08187  0.360
H 4.50579 -2.33536 -0.14859  0.493
H 5.26813 -1.44297 1.16225  0.438
H 5.21988 0.58935 -1.71408  0.520
H 5.31466 -1.15159 -1.64281  0.557
H 3.70002 -1.29638 -3.28238  0.336
H 2.56894 -0.51103 -2.19114  0.193
H 3.53179 0.46912 -3.28807  0.264
H 2.23365 2.85355 1.35288  0.453
H 1.53014 1.59864 0.33868  0.197
H 1.44477 3.45975 -1.52472  0.409
H 1.68267 4.59188 -0.21385  0.372
H -0.73628 3.07765 -0.99000  0.015
H -0.62267 4.57835 -0.10201  0.392
H -0.68871 3.46749 1.88139  0.278
H -3.35403 0.95382 -0.37461  0.433
H -2.18113 1.32895 -1.66237  0.288
H -1.48218 -0.92172 -1.86931  0.203
H -2.11927 -1.34204 -0.27476  0.278
H -4.31670 -1.57954 -1.04355  0.171
H -3.39008 -2.20524 -2.39635  0.493
Cl -4.67936 -4.11945 0.40077  -0.167
C -5.67978 -3.62811 1.79478  -0.465
C -5.28862 -2.26660 2.31287  -0.409
Cl -3.66486 -2.26993 3.04421  -0.174
H -5.56586 -4.39053 2.56062  0.357
H -6.71451 -3.60983 1.45764  0.289
H -5.99105 -1.95594 3.08422  0.346
H -5.28801 -1.52526 1.51734  0.243

# 5
Molecular formula: C14H27INO6
Method: DFT, wB97M-V/def2-TZVPD

Spin multiplicity   1
Orbital gap   9.546 eV
Highest occupied orbital energy   -0.456 Eh
Energy   -1353.25099 hartree
Lowest unoccupied orbital energy   -2.864 eV
Net charge   +1
Largest force on an atom   0.1038 Eh/bohr

Last column: Mulliken charge in e.
Positions of all 49 atoms, in Å:
O 5.53808 0.91954 -2.64309  -0.485
C 5.13063 0.30035 -3.66393  0.134
I 5.23709 -1.88757 -3.74566  0.105
C 4.58123 1.21445 -4.86455  -0.548
C 2.96367 1.31777 -4.90019  0.217
C 2.32890 1.83036 -3.51723  -0.786
N 0.89301 1.44232 -3.29319  0.156
C 0.48212 0.13338 -3.90749  -0.431
C 1.76727 -0.71097 -4.37721  -0.373
O 2.43189 0.06568 -5.40359  -0.352
H 4.97438 2.28560 -4.70410  0.335
H 4.98175 0.74619 -5.83630  0.368
H 2.72726 2.11563 -5.70007  0.346
H 2.96794 1.55941 -2.59502  0.342
H 2.34804 2.98472 -3.56408  0.316
H 0.30657 2.24940 -3.56856  0.425
H 0.76613 1.33809 -2.25436  0.119
H -0.03861 -0.50488 -3.10055  0.289
H -0.25925 0.31207 -4.75354  0.342
H 2.41082 -0.91424 -3.45111  0.174
H 1.43070 -1.69402 -4.87610  0.316
O -0.16479 0.15654 -0.65675  -0.681
C -0.83729 0.86912 0.06927  0.931
O -0.34554 2.04139 0.49640  -0.397
C -1.11491 3.03704 1.19584  -0.423
C -1.15640 2.74738 2.68213  -0.790
C -2.17373 0.41484 0.57195  -1.012
H -2.11113 3.14032 0.75879  0.369
H -0.60538 3.98894 1.02956  0.326
H -1.64366 1.79339 2.89362  0.135
H -1.69461 3.53566 3.21268  0.357
H -0.14269 2.68080 3.08504  0.307
H -2.03050 -0.22763 1.44397  0.223
H -2.66518 -0.15596 -0.22044  0.350
H -2.85014 1.22824 0.82481  0.335
O -2.59360 -0.57837 3.23524  -0.553
C -2.64887 -1.64446 3.81330  0.767
O -2.85777 -1.67919 5.13749  -0.365
C -3.12622 -2.87675 5.88571  -0.427
C -1.83939 -3.57252 6.27993  -0.936
C -2.39296 -2.93172 3.08210  -1.078
H -3.81065 -3.53285 5.34225  0.369
H -3.65403 -2.56085 6.78806  0.289
H -1.26914 -3.89120 5.40514  0.269
H -2.04922 -4.45058 6.89446  0.351
H -1.19725 -2.89276 6.84530  0.301
H -1.31661 -3.09708 3.01317  0.274
H -2.80983 -2.84590 2.07565  0.311
H -2.86814 -3.79910 3.53526  0.389

Question: What is the energy in the first record?
Answer: -1504.23092 hartree

Question: Which formula does entry 1 have?
Answer: C14H26NO2PPtSi

Question: The lowest energy belongs to which entry?
Answer: C14H27CaO26S6